1.
Density functional theory data (wB97M-V/def2-TZVPD) for 8 unconnected molecules or ions with the total composition C49H42F3N9O15 at a distorted geometry.

Structure (XYZ):
```
118
Properties=species:S:1:pos:R:3:forces:R:3
C 0.31357 -3.65111 -1.96100 0.53 -0.25 -0.23
C 1.52827 -2.78074 -2.23513 -0.34 -0.13 -0.66
O 1.64036 -1.58485 -1.44926 0.07 -0.14 0.00
C 1.70378 -1.73030 -0.07309 -0.06 0.87 0.65
C 2.39090 -2.95561 0.38151 -0.32 -0.28 -0.27
N 2.83841 -3.96953 0.67065 0.16 0.00 0.07
C 0.29405 -1.57851 0.59552 -0.17 -0.24 -0.06
C 0.12429 -2.37205 1.80626 0.07 0.04 -0.01
N -0.00820 -3.03730 2.72953 -0.02 -0.01 0.19
C 2.57624 -0.53285 0.44275 0.87 -0.67 -0.40
F 2.32307 -0.29135 1.74437 0.05 0.15 -0.47
F 2.39014 0.57396 -0.27919 -0.26 -0.31 0.52
F 3.89045 -0.86608 0.34327 -0.65 0.36 0.04
H 0.51092 -4.60479 -2.45132 -0.09 -0.08 0.00
H 0.16710 -3.88762 -0.91040 -0.11 0.01 0.07
H -0.58380 -3.26125 -2.42690 -0.16 0.21 0.28
H 2.45250 -3.35787 -2.22147 0.12 0.06 0.47
H 1.43710 -2.41455 -3.25572 0.10 0.20 0.01
H 0.10582 -0.53395 0.83249 0.02 0.09 -0.09
H -0.47983 -1.89795 -0.09828 0.13 0.02 -0.22
O -2.51809 -4.59756 -2.57139 -0.10 0.00 -0.02
N -3.43686 -4.83656 -3.33374 0.03 -0.06 0.03
O -3.58641 -5.88737 -3.91883 0.00 -0.02 -0.02
C -4.42993 -3.77651 -3.56489 -0.08 0.11 -0.03
C -4.26747 -2.55432 -2.93972 0.06 0.14 0.09
C -5.19642 -1.55411 -3.17826 -0.06 -0.04 -0.07
C -6.26869 -1.78801 -4.02887 0.02 0.01 0.01
C -6.41967 -3.02520 -4.64021 0.13 0.02 0.17
C -5.49481 -4.03061 -4.41005 -0.11 -0.07 -0.12
H -3.43156 -2.38107 -2.27898 0.04 -0.10 -0.01
H -5.08158 -0.59056 -2.70134 0.01 0.00 0.01
H -6.98975 -1.00429 -4.21920 -0.01 0.00 -0.01
H -7.25890 -3.20785 -5.28910 -0.12 -0.03 0.01
H -5.60289 -4.99511 -4.88355 0.09 -0.04 0.06
O 3.82933 5.56032 4.85328 0.00 0.02 -0.13
N 3.49590 4.46436 4.44279 -0.01 0.02 0.05
O 2.63714 3.77720 4.95864 -0.05 -0.02 0.03
C 4.18016 3.93611 3.25637 0.09 -0.03 -0.09
C 5.18948 4.67892 2.66867 0.12 0.10 -0.03
C 5.84733 4.15733 1.56614 -0.31 -0.04 0.04
C 5.48827 2.91103 1.06773 -0.01 0.00 0.01
C 4.46584 2.18767 1.66630 0.07 0.06 0.03
C 3.80365 2.70016 2.76863 -0.11 -0.19 0.01
H 5.46393 5.64506 3.06518 -0.08 0.00 0.07
H 6.63514 4.72052 1.09952 0.05 0.06 -0.05
H 6.01187 2.50287 0.21341 0.02 0.01 0.00
H 4.18134 1.21690 1.29228 0.20 0.14 0.02
H 3.01333 2.13762 3.24231 0.01 0.06 0.06
O 10.35548 2.54685 1.00162 0.03 -0.02 -0.03
N 9.80278 3.38429 1.68005 -0.09 -0.03 -0.03
O 8.71137 3.86441 1.43022 0.22 -0.03 0.00
C 10.49052 3.85276 2.89200 0.07 0.06 0.12
C 11.74424 3.34997 3.18591 0.16 -0.09 -0.01
C 12.39566 3.80686 4.31979 -0.06 0.07 0.05
C 11.78930 4.74945 5.13952 -0.01 -0.01 -0.01
C 10.52577 5.23590 4.83074 0.09 -0.05 0.00
C 9.86691 4.78720 3.69807 -0.12 0.12 0.07
H 12.20762 2.61648 2.54350 -0.08 0.00 -0.07
H 13.37840 3.42782 4.56270 0.01 -0.02 -0.01
H 12.30336 5.10653 6.02188 0.00 0.00 0.01
H 10.05382 5.96747 5.47170 -0.02 0.01 0.00
H 8.88485 5.16068 3.44972 0.00 -0.06 -0.09
O 6.36257 -2.45359 7.27562 0.02 0.00 0.01
N 5.49600 -2.77239 6.48601 0.02 -0.03 0.03
O 5.38316 -3.87378 5.99033 0.00 -0.03 -0.01
C 4.51344 -1.74534 6.10102 -0.09 0.12 -0.05
C 4.63910 -0.47164 6.62534 0.06 0.14 0.08
C 3.72599 0.49939 6.24756 -0.04 -0.01 -0.06
C 2.70566 0.18496 5.36008 -0.01 -0.04 -0.03
C 2.59212 -1.10298 4.85133 0.00 0.13 0.03
C 3.50150 -2.08091 5.22033 -0.07 -0.09 -0.11
H 5.43580 -0.23803 7.31527 0.04 -0.10 -0.01
H 3.81091 1.50222 6.64392 -0.01 0.01 0.01
H 1.99716 0.94897 5.06485 -0.01 0.01 0.05
H 1.79439 -1.34719 4.16379 -0.02 -0.07 0.03
H 3.42129 -3.08285 4.82508 0.08 -0.03 0.05
O 3.94150 5.18438 12.85519 0.02 0.00 0.01
N 3.03284 5.32955 12.06266 -0.01 0.02 0.06
O 1.85358 5.28110 12.34736 -0.02 0.00 0.00
C 3.38648 5.58159 10.65648 0.03 0.01 -0.14
C 4.72079 5.60945 10.29620 0.20 -0.02 0.00
C 5.04708 5.82959 8.96751 -0.13 0.01 -0.03
C 4.04560 6.02125 8.02356 0.08 0.02 0.12
C 2.71214 5.99570 8.40879 0.08 -0.01 0.00
C 2.37433 5.77393 9.73406 -0.16 0.02 -0.09
H 5.49277 5.46023 11.03598 -0.08 -0.02 0.08
H 6.08596 5.84878 8.66755 0.01 0.01 0.01
H 4.29964 6.18641 6.98846 -0.01 0.00 -0.03
H 1.93500 6.14447 7.67206 -0.01 -0.02 -0.01
H 1.33971 5.75007 10.04130 0.03 -0.03 0.11
O -7.44552 -1.88901 -7.35860 -0.02 0.06 -0.05
N -7.81046 -2.98003 -7.74301 -0.05 0.05 -0.07
O -8.68880 -3.63276 -7.20390 0.18 -0.10 0.01
C -7.15144 -3.55695 -8.91895 0.07 -0.07 -0.13
C -6.12598 -2.85216 -9.52300 0.12 0.14 -0.03
C -5.49469 -3.40968 -10.62196 -0.04 -0.10 -0.02
C -5.89490 -4.65084 -11.09994 -0.01 0.01 0.02
C -6.93186 -5.33858 -10.48327 0.08 0.06 -0.03
C -7.56882 -4.79186 -9.38201 -0.10 -0.15 0.00
H -5.82193 -1.88772 -9.14493 -0.07 -0.01 0.08
H -4.68822 -2.87598 -11.10479 0.00 0.02 0.00
H -5.39597 -5.08434 -11.95625 0.00 0.00 -0.01
H -7.24333 -6.30304 -10.85880 -0.02 -0.01 0.01
H -8.37428 -5.32086 -8.89519 -0.01 0.07 0.07
O -13.66069 -3.77287 -10.51721 0.01 -0.01 -0.01
N -14.21453 -2.90349 -9.87489 -0.03 -0.03 -0.03
O -15.30351 -2.43684 -10.13868 -0.02 0.01 0.00
C -13.51282 -2.37641 -8.69289 0.08 0.06 0.10
C -12.25631 -2.86482 -8.38645 0.16 -0.08 -0.01
C -11.58861 -2.35476 -7.28446 -0.02 0.07 0.06
C -12.18686 -1.37046 -6.50773 -0.02 -0.01 -0.03
C -13.45342 -0.89803 -6.82669 0.10 -0.05 0.01
C -14.12612 -1.40174 -7.92843 -0.13 0.13 0.07
H -11.80113 -3.63035 -8.99699 -0.08 0.00 -0.07
H -10.60128 -2.72644 -7.03921 -0.18 0.07 0.01
H -11.66237 -0.96960 -5.65025 0.00 0.00 0.01
H -13.91779 -0.13397 -6.21866 -0.02 0.00 0.00
H -15.10979 -1.03905 -8.18573 0.00 -0.06 -0.09
```
Positions in Å, forces in eV/Å.

Output
SMILES string: CCO[C@](C#N)(CC#N)C(F)(F)F.O=[N+]([O-])c1ccccc1.O=[N+]([O-])c1ccccc1.O=[N+]([O-])c1ccccc1.O=[N+]([O-])c1ccccc1.O=[N+]([O-])c1ccccc1.O=[N+]([O-])c1ccccc1.O=[N+]([O-])c1ccccc1
HOMO level, eV: -9.9
HOMO-LUMO gap, eV: 8.7
2S+1: 1
Total charge: 0



2.
Density functional theory data (wB97M-V/def2-TZVPD) for a molecular structure, C49H43BClFN11O6Sr at a distorted geometry.

Structure (XYZ):
```
113
Properties=species:S:1:pos:R:3:forces:R:3
Sr -0.13249 -1.28222 0.01155 -1.49 -0.54 -1.74
C 0.82309 -0.78514 -4.29757 0.25 -0.46 0.19
C 1.72529 -0.54703 -3.12943 -0.05 -0.07 0.78
C 3.03089 -0.07337 -3.30008 -0.10 -0.14 -0.34
C 3.56227 -0.03503 -2.05435 0.85 0.15 0.10
N 2.63364 -0.43894 -1.16356 0.73 0.43 0.35
N 1.48303 -0.77546 -1.81641 1.35 1.60 -1.52
B 2.93045 -0.62758 0.38066 -0.80 -0.73 -0.61
N 2.72322 -2.17314 0.68608 1.24 0.22 0.00
C 3.61669 -3.15838 0.42000 0.60 0.08 -0.21
C 3.06359 -4.38743 0.70657 0.07 0.54 0.28
C 1.75704 -4.13235 1.11329 1.15 0.72 0.50
C 0.82712 -5.26878 1.51857 1.05 -0.45 0.23
N 1.53236 -2.74007 1.05162 4.29 -2.04 3.00
N 2.05777 0.33881 1.34165 0.95 0.26 0.68
C 2.63291 1.23136 2.19167 0.31 0.34 0.24
C 1.64777 1.91438 2.86230 -0.11 -0.28 0.09
C 0.45044 1.34639 2.39470 0.21 0.21 0.14
C -0.95329 1.68445 2.83186 0.53 -1.92 1.76
N 0.72456 0.42646 1.48493 1.29 0.12 0.81
N 4.40559 -0.23503 0.65585 0.11 -0.24 0.20
C 5.34287 -0.90959 1.35493 0.40 -0.02 0.37
C 6.48594 -0.14709 1.39593 0.01 0.17 -0.02
C 6.15261 1.02654 0.68886 0.07 -0.39 0.31
C 7.03011 2.21091 0.42629 -0.27 -0.02 -0.10
N 4.90375 0.96221 0.26868 -0.10 0.37 -0.22
H 1.35332 -0.52554 -5.22086 0.11 -0.11 0.12
H 0.53983 -1.84066 -4.33763 -0.11 0.08 -0.05
H -0.07169 -0.19661 -4.24558 -0.24 -0.02 -0.27
H 3.52238 0.17718 -4.22683 -0.02 -0.03 -0.01
H 4.57125 0.24497 -1.81786 -0.12 0.01 0.37
H 4.61211 -2.99183 0.03503 -0.11 0.31 -0.13
H 3.54096 -5.34891 0.61068 -0.01 0.00 -0.06
H 1.36879 -6.23677 1.45465 0.15 0.18 0.24
H 0.49088 -5.12137 2.54964 -0.11 -0.03 -0.08
H -0.03888 -5.31310 0.87082 0.09 -0.22 -0.03
H 3.69066 1.38576 2.31409 0.04 -0.22 -0.31
H 1.77209 2.68868 3.60268 0.02 -0.01 0.00
H -0.93959 2.48462 3.57704 0.02 -0.09 0.04
H -1.56141 1.96386 2.00649 -0.81 -1.11 0.16
H -1.41487 0.81363 3.28769 0.11 0.12 0.27
H 5.19998 -1.86743 1.82202 -0.37 0.00 -0.16
H 7.42082 -0.38945 1.87580 -0.02 -0.04 -0.01
H 8.01666 2.05990 0.86724 -0.04 0.01 -0.02
H 7.14437 2.35900 -0.65017 0.04 0.11 0.07
H 6.58402 3.11042 0.85700 0.09 0.03 -0.09
Cl 1.04641 -7.52654 -4.97200 0.04 -0.14 -0.10
C 1.10941 -6.18410 -3.83356 -0.15 -0.03 -0.04
C 2.34071 -5.80894 -3.27002 -0.04 0.21 0.17
C 2.40858 -4.76862 -2.38327 0.19 -0.22 -0.18
C 1.24530 -4.00558 -1.97833 -0.31 0.29 0.03
O 1.29464 -3.06259 -1.17238 0.47 -1.34 -2.48
C 0.00893 -4.44592 -2.60109 -0.54 0.05 -0.04
C -1.23491 -3.76294 -2.28838 0.63 0.02 0.13
O -1.33062 -2.82200 -1.53178 -1.25 -0.69 -0.21
C -0.04115 -5.51095 -3.50379 0.38 -0.01 0.06
H 3.24886 -6.34030 -3.53244 -0.06 -0.06 -0.09
H 3.36666 -4.49726 -1.96258 -0.02 0.09 0.01
H -2.13795 -4.15664 -2.80853 -0.03 -0.05 -0.01
H -0.98918 -5.80391 -3.94401 -0.03 0.04 0.01
C 0.24593 -2.25188 4.88532 -0.18 -0.01 -0.15
C 0.46672 -2.07774 3.51605 -0.07 0.20 0.14
N -0.45131 -1.64573 2.67156 -1.10 0.49 0.45
C -1.68979 -1.35094 3.14070 0.38 -0.63 0.35
C -1.99368 -1.50161 4.51677 -0.27 -0.09 -0.01
C -0.99631 -1.95814 5.38157 0.28 -0.12 0.22
C -3.29624 -1.19557 5.02853 -0.23 0.12 -0.16
C -4.27079 -0.75697 4.20990 0.13 -0.06 0.29
C -4.02292 -0.59032 2.80921 -0.02 -0.01 0.10
C -5.04544 -0.13472 1.96792 -0.08 0.08 -0.26
C -4.80852 0.02514 0.62843 0.02 0.02 0.09
C -3.53000 -0.28077 0.15560 0.16 -0.11 -0.25
N -2.55298 -0.70873 0.92026 -0.05 -0.58 1.03
C -2.75435 -0.87806 2.24969 -0.54 0.01 -0.26
H 1.03918 -2.60845 5.52925 0.04 0.01 -0.05
H 1.42787 -2.29394 3.07327 0.02 0.02 0.02
H -1.19842 -2.08280 6.44061 -0.16 0.07 -0.03
H -3.50646 -1.31684 6.08581 0.17 -0.06 0.02
H -5.24925 -0.53151 4.62009 -0.05 0.05 -0.17
H -6.02703 0.09325 2.37005 0.06 -0.05 0.15
H -5.57948 0.37465 -0.04529 0.04 -0.01 -0.04
H -3.27798 -0.17716 -0.89526 -0.05 -0.06 -0.01
C -4.76751 4.12876 -3.52381 0.12 -0.20 -0.22
C -3.55080 4.87399 -2.96973 -0.50 -0.06 -0.19
C -4.07029 6.07371 -2.18293 0.32 0.20 0.16
C -2.93344 6.72418 -1.41245 0.00 -0.10 -0.15
C -2.40040 5.70880 -0.44641 0.12 0.28 0.15
C -2.02430 6.06023 0.83387 0.03 0.03 0.14
C -1.46337 5.10865 1.67702 -0.13 -0.19 -0.51
F -1.08142 5.47310 2.92729 -0.03 0.08 -0.01
C -1.26091 3.82533 1.25290 1.12 -0.27 0.01
C -1.65640 3.43723 -0.04145 -0.12 -0.08 -0.33
C -1.42395 2.04403 -0.55059 0.60 -0.51 -0.10
O -0.93142 1.18533 0.17802 -1.39 1.49 -1.23
C -1.75171 1.77930 -1.94306 -0.10 0.59 -0.07
C -2.35866 2.76706 -2.64089 -0.21 0.18 0.26
N -2.70739 3.99629 -2.14202 0.13 0.18 0.05
C -2.25750 4.38030 -0.88251 -0.29 -0.06 0.06
C -1.50558 0.49080 -2.75005 0.21 -1.78 -0.73
O -1.88239 0.55826 -3.95197 -0.40 0.75 0.23
O -0.97320 -0.54521 -2.27123 -1.50 2.50 0.49
H -5.37684 4.81152 -4.12241 0.03 0.05 0.11
H -5.37713 3.73529 -2.70690 0.05 0.01 -0.03
H -4.48979 3.30236 -4.17783 -0.02 -0.02 0.10
H -2.94844 5.22563 -3.81766 0.00 0.09 0.08
H -4.82927 5.75579 -1.45958 -0.04 -0.09 -0.16
H -4.53347 6.78634 -2.87003 -0.02 -0.15 -0.06
H -3.25306 7.63308 -0.89795 0.03 -0.06 0.01
H -2.14758 6.99600 -2.12894 -0.01 0.11 0.10
H -2.14108 7.08108 1.17964 0.01 0.01 -0.03
H -0.77978 3.05290 1.91544 -0.16 2.90 -1.87
H -2.61835 2.57186 -3.67204 0.05 -0.10 0.01
O -0.02790 -3.35804 0.86381 -6.90 -0.11 -0.35
```
Positions in Å, forces in eV/Å.

Output
HOMO level (alpha / beta), eV: -0.2 / -0.5
HOMO-LUMO gap (alpha / beta), eV: 3.7 / 4.0
2S+1: 2
Total charge: -2